--- w ---
The following is a DFT calculation (wB97M-V/def2-TZVPD) of a molecular structure, C2H3ClO2S.

Last column: natural (NBO) charge in e.
Cartesian coordinates (Å):
C -1.4543 -0.0507 0.1105  -0.8202
H -2.0496 -1.0061 -0.0911  0.2304
O 2.5387 -0.3899 -1.4859  -0.6331
H 3.3941 0.0735 -1.2070  0.4883
O 0.4778 1.4252 -0.6292  -0.9426
H -1.8061 0.4714 1.0065  0.2439
Cl 1.9086 -0.4987 1.0848  -0.0527
S -0.4003 0.3336 -1.0497  1.2442
C 1.6673 -0.7718 -0.6399  0.2417

## Properties
Orbital gap: 8.4 eV
M: 126.6 g mol⁻¹

***

--- x ---
The following is a DFT calculation (wB97M-V/def2-TZVPD) of a molecular structure, C2H3ClO2S.

Last column: natural (NBO) charge in e.
Cartesian coordinates (Å):
O -1.1001 0.5329 -0.7358  -0.6925
C 0.0373 -1.1004 0.9201  -0.4525
S 0.3035 0.5505 -1.4332  1.6351
H 0.2515 -1.7806 1.7471  0.2686
H 0.9643 -1.4885 0.0943  0.2210
O 0.1988 1.1924 -2.6563  -0.8584
H -1.3172 0.4950 1.2969  0.2302
Cl 1.3732 1.7523 0.1579  -0.4204
C -0.7115 -0.1537 0.6091  0.0687

## Properties
Orbital gap: 10.0 eV
M: 126.6 g mol⁻¹

***

Order from most stable to least stable according to the calculation: x, w

***

--- w ---
The following is a DFT calculation (wB97M-V/def2-TZVPD) of 2 unconnected molecules or ions with the total composition C4H11NO2.

Last column: natural (NBO) charge in e.
Cartesian coordinates (Å):
O -0.0929 0.5354 0.3187  -0.5710
C -2.0740 -1.3471 -1.4199  0.5193
H 1.9577 -1.3702 0.3655  0.2114
H 1.5706 1.6065 0.9162  0.1661
C -1.0321 1.3529 1.0034  -0.2453
H -0.5893 -0.3207 -2.4317  0.3887
H -1.9842 1.3426 0.4658  0.1955
H 2.3120 -0.0811 -0.7918  0.2114
H -1.1961 0.9770 2.0183  0.1722
C 1.2381 0.5656 0.9675  -0.0618
H -0.1034 -1.2246 -1.0146  0.4089
H -0.6754 2.3880 1.0403  0.1633
H 3.2392 -0.2017 0.7248  0.2256
H 1.1231 0.2735 2.0155  0.1725
H -2.7895 -1.0472 -2.2037  0.1018
O -2.3743 -2.0842 -0.4945  -0.6102
C 2.2490 -0.3190 0.2747  -0.6357
N -0.7784 -1.0458 -1.7547  -0.8127

## Properties
Orbital gap: 10.6 eV
M: 105.1 g mol⁻¹

***

--- x ---
The following is a DFT calculation (wB97M-V/def2-TZVPD) of a single C4H11NO2 molecule.

Last column: natural (NBO) charge in e.
Cartesian coordinates (Å):
H 0.0703 0.4003 -2.5485  0.1688
O -2.2503 0.0281 0.9086  -0.7246
H -1.9452 0.4464 1.7134  0.4560
H 2.1021 -0.7828 1.8057  0.2232
H 0.1032 0.6663 1.0311  0.1566
H -0.7130 1.0306 -1.1071  0.1701
H 0.8923 2.4995 -1.2535  0.4657
C -1.2234 -0.9232 0.5017  -0.0775
H -1.3438 -1.8626 1.0606  0.1714
H 0.5883 -0.6216 2.6023  0.2022
C 0.2051 -0.3618 0.6607  -0.0724
H 1.7738 -0.0372 -0.5606  0.3697
N 0.8286 -0.3925 -0.7004  -0.6294
H -1.4809 -1.0116 -0.5465  0.1952
C 1.0683 -1.0994 1.7263  -0.6224
O 1.2110 1.7488 -1.7630  -0.7368
H 0.8021 -2.1426 1.8620  0.2196
C 0.2415 0.6763 -1.4984  0.0647

## Properties
Orbital gap: 10.3 eV
M: 105.1 g mol⁻¹

***

Order from most stable to least stable according to the calculation: w, x

***

--- w ---
The following is a DFT calculation (wB97M-V/def2-TZVPD) of 2 unconnected molecules or ions with the total composition C2H8NS.

Last column: natural (NBO) charge in e.
Cartesian coordinates (Å):
S 0.9231 1.9899 -0.6256  -0.2545
H 0.0066 -2.7674 1.5693  0.2195
C -1.1804 -1.2719 0.6916  -0.0781
H -2.0514 -0.6323 0.6921  0.2392
H -0.8186 -1.1920 -1.3382  0.4397
H 0.9496 1.9568 -1.9647  0.1684
H -1.5724 -2.2824 2.4352  0.2527
H 0.4727 -1.7302 -0.4840  0.4390
H 0.0955 -0.0851 -0.5025  0.4476
H 2.2060 1.6181 -0.5338  0.1720
N -0.2961 -1.0583 -0.4678  -0.7229
C -0.8906 -2.1627 1.6081  -0.3225

## Properties
Orbital gap: 10.9 eV
M: 78.2 g mol⁻¹
Total charge: +1

***

--- x ---
The following is a DFT calculation (wB97M-V/def2-TZVPD) of a gas-phase ion, C2H8NS (charge +1).

Last column: natural (NBO) charge in e.
Cartesian coordinates (Å):
H -0.0784 0.8844 -1.8481  0.2737
H -1.2171 1.0957 -0.6749  0.2319
H -0.0692 -1.1469 1.0335  0.4486
N 0.1328 -0.2262 1.3960  -0.6997
C 0.7156 0.4550 0.1926  -0.2547
H -0.7912 -1.4523 -2.3603  0.2041
H -0.7917 0.2114 1.6942  0.4519
H 1.6810 -0.1014 -0.2221  0.2615
S -0.9838 -1.2747 -0.9992  -0.0840
H 1.0889 1.4781 0.4700  0.2490
C -0.3941 0.4640 -0.9143  -0.5400
H 0.7074 -0.3871 2.2327  0.4578

## Properties
Orbital gap: 10.1 eV
M: 78.2 g mol⁻¹
Total charge: +1

***

--- y ---
The following is a DFT calculation (wB97M-V/def2-TZVPD) of a molecular structure, C2H8NS.

Last column: natural (NBO) charge in e.
Cartesian coordinates (Å):
C 1.1237 0.5954 0.0204  -0.0484
H 1.6233 -0.0224 0.7000  0.2407
H -2.4437 -0.2887 2.2606  0.4064
H 0.8558 1.6480 0.2263  0.2739
S 1.7736 -0.3963 -2.0954  0.2207
N -1.9530 -0.3277 1.3461  -1.0971
H -0.5685 0.4152 -1.3582  0.2740
H 2.4641 0.7160 -1.9274  0.1663
C 0.1870 -0.1455 -0.8267  -0.4221
H -1.9033 -1.2618 0.9473  0.3705
H -1.0632 0.2019 1.3096  0.3347
H -0.0959 -1.1342 -0.6026  0.2803

## Properties
Orbital gap: 6.1 eV
M: 78.2 g mol⁻¹
Total charge: +1

***

Order from most stable to least stable according to the calculation: x, w, y